Run a
{"formula": "C3H4NO", "method": "the ωB97M-V functional and the def2-TZVPD basis", "smiles": "C=[NH+]C=C=O", "homo_ev": -14.901, "total_charge": 1, "elements": ["C", "N", "C", "C", "O", "H", "H", "H", "H"], "xyz": [[-0.63262, 0.96344, 0.01958], [-0.68374, -0.30628, -0.02494], [0.43639, -1.21376, 0.03026], [1.49658, -0.37925, 0.00897], [1.84535, 0.67739, -0.10676], [-1.62890, 1.59223, -0.01048], [0.23831, 1.51521, 0.46420], [-1.51913, -0.56434, -0.50844], [0.44777, -2.28464, 0.12761]], "nbo_charge": [0.025, -0.380, -0.368, 0.771, -0.325, 0.266, 0.246, 0.460, 0.305]}

Run b
{"formula": "C3H4NO", "method": "the ωB97M-V functional and the def2-TZVPD basis", "smiles": "C#[N+]CC=O", "homo_ev": -14.892, "total_charge": 1, "elements": ["C", "N", "C", "C", "O", "H", "H", "H", "H"], "xyz": [[1.88666, 1.21081, -0.00452], [1.07781, 0.36553, -0.01333], [0.09674, -0.58796, 0.07719], [-1.56145, -0.18876, -0.06992], [-1.98632, 0.87057, 0.06782], [2.64238, 2.00353, 0.05616], [-0.01731, -1.21452, 0.96451], [-0.03365, -1.27039, -0.75604], [-2.10486, -1.18881, -0.32187]], "nbo_charge": [0.453, -0.169, -0.438, 0.486, -0.406, 0.324, 0.294, 0.281, 0.173]}

The structure with the least stability is run a.

Run a
{"formula": "C7H7NO2", "method": "the ωB97M-V functional and the def2-TZVPD basis", "smiles": "O=COCc1ccccn1", "homo_ev": -9.380, "elements": ["O", "C", "O", "C", "C", "C", "C", "C", "C", "N", "H", "H", "H", "H", "H", "H", "H"], "xyz": [[2.96654, -2.01360, 0.28571], [2.67423, -0.90624, -0.22453], [2.72298, 0.24603, 0.62019], [1.64581, 1.17259, 0.30254], [0.18890, 0.46410, 0.30968], [-0.86026, 0.97618, -0.69001], [-2.31210, 0.42492, -0.85594], [-2.58148, -0.77765, 0.12670], [-1.41613, -1.14764, 1.06118], [-0.12022, -0.59745, 1.19759], [2.37332, -0.81448, -1.32477], [1.69742, 2.05195, 1.03619], [1.87723, 1.61541, -0.74182], [-0.55344, 1.84488, -1.37830], [-3.07092, 0.81276, -1.60470], [-3.59227, -1.32061, 0.11087], [-1.63960, -2.03116, 1.76941]], "nbo_charge": [-0.524, 0.620, -0.517, -0.115, 0.160, -0.270, -0.176, -0.264, 0.028, -0.420, 0.144, 0.231, 0.192, 0.220, 0.240, 0.241, 0.210]}

Run b
{"formula": "C7H7NO2", "method": "the ωB97M-V functional and the def2-TZVPD basis", "smiles": "C#C[C@H]1OCC=C1C(N)=O", "homo_ev": -9.559, "elements": ["C", "C", "C", "O", "C", "C", "C", "C", "N", "O", "H", "H", "H", "H", "H", "H", "H"], "xyz": [[2.85009, 1.13176, 0.40279], [1.90155, 0.58187, -0.10868], [0.72378, -0.04199, -0.74528], [0.98250, -1.39114, -1.09548], [0.13700, -2.27831, -0.37329], [-0.81731, -1.39215, 0.35275], [-0.48747, -0.11220, 0.17422], [-1.20738, 1.05337, 0.75275], [-1.64460, 1.99563, -0.10431], [-1.69931, 1.02896, 1.88733], [3.72006, 1.60041, 0.82893], [0.49621, 0.52451, -1.66577], [-0.37526, -2.95057, -1.07941], [0.72786, -2.90059, 0.31986], [-1.69267, -1.75315, 0.89030], [-1.00393, 2.59872, -0.60363], [-2.61112, 2.30487, 0.16690]], "nbo_charge": [-0.207, -0.047, 0.010, -0.503, -0.095, -0.148, -0.115, 0.641, -0.855, -0.569, 0.242, 0.207, 0.190, 0.191, 0.236, 0.405, 0.417]}

The structure with the least stability is run a.

Run a
{"formula": "C7H7NO2", "method": "the ωB97M-V functional and the def2-TZVPD basis", "homo_ev": -9.081, "elements": ["C", "C", "C", "C", "C", "C", "C", "H", "H", "H", "H", "H", "H", "H", "N", "O", "O"], "xyz": [[-1.00255, -1.47878, 0.73484], [-0.36024, -0.34767, 0.10596], [-0.54785, 1.00034, 0.60026], [-0.00012, 2.05421, -0.08165], [0.83814, 1.95971, -1.01986], [1.19701, 0.61617, -1.53944], [0.53005, -0.47826, -0.96010], [-1.38781, -2.49857, 2.39803], [-0.32017, -0.78520, 2.63048], [-1.18564, 1.25972, 1.78257], [-0.31760, 2.91138, 0.32547], [1.06821, 2.69361, -1.50421], [1.80061, 0.48132, -2.29388], [1.55065, -1.84872, -2.15803], [-0.93202, -1.45368, 2.14173], [-1.65652, -2.28833, 0.20287], [0.72584, -1.79724, -1.36503]], "nbo_charge": [0.664, -0.224, -0.099, -0.281, -0.135, -0.272, 0.331, 0.431, 0.414, 0.220, 0.209, 0.184, 0.195, 0.481, -0.886, -0.566, -0.663]}

Run b
{"formula": "C7H7NO2", "method": "the ωB97M-V functional and the def2-TZVPD basis", "smiles": "N#C\\C(O)=C/C=C\\C=C\\O", "homo_ev": -7.993, "elements": ["N", "C", "C", "O", "C", "C", "C", "C", "C", "O", "H", "H", "H", "H", "H", "H", "H"], "xyz": [[1.24546, -1.80244, -1.53924], [1.38290, -1.01949, -0.71949], [1.82764, -0.07137, 0.26089], [2.88393, -0.54858, 0.97817], [1.13691, 1.03353, 0.52023], [0.11339, 1.62686, -0.34375], [-1.08015, 1.07864, -0.89360], [-1.76828, -0.15305, -0.59078], [-1.45817, -0.87088, 0.47386], [-2.03545, -2.07224, 0.88466], [3.35460, 0.01939, 1.66758], [1.51673, 1.75398, 1.29918], [0.38475, 2.68634, -0.64370], [-1.62669, 1.54212, -1.66881], [-2.63653, -0.34733, -1.13292], [-0.64115, -0.51522, 1.24466], [-2.59989, -2.34026, 0.20306]], "nbo_charge": [-0.267, 0.237, 0.203, -0.678, -0.268, -0.263, -0.152, -0.396, 0.220, -0.664, 0.508, 0.218, 0.220, 0.209, 0.210, 0.192, 0.472]}

The structure with the least stability is run a.

Run a
{"formula": "C3H2N2O2", "method": "the ωB97M-V functional and the def2-TZVPD basis", "homo_ev": -9.716, "elements": ["C", "C", "C", "N", "N", "O", "O", "H", "H"], "xyz": [[2.50250, 0.78130, 0.09708], [-1.09457, -1.09748, -0.15120], [-1.32394, 0.36698, -0.39345], [1.41698, 1.23473, -0.07038], [-2.13666, -0.36804, 0.30461], [3.55028, 0.32640, 0.32187], [-0.64432, -2.19106, 0.03978], [0.80678, 1.20806, -0.78761], [-3.07705, -0.26090, 0.63928]], "nbo_charge": [0.867, 0.584, 0.086, -0.774, -0.566, -0.515, -0.516, 0.421, 0.413]}

Run b
{"formula": "C3H2N2O2", "method": "the ωB97M-V functional and the def2-TZVPD basis", "smiles": "[H]/N=C1/N=COC1=O", "homo_ev": -10.730, "elements": ["H", "N", "C", "N", "C", "O", "C", "O", "H"], "xyz": [[-2.39834, -0.49175, 0.22737], [-1.67411, -1.07814, -0.01463], [-0.50214, -0.52134, -0.04059], [0.70861, -1.22031, -0.02444], [1.55248, -0.24592, -0.07732], [1.13489, 1.10858, 0.05835], [-0.21546, 0.90980, -0.03644], [-1.15493, 1.70379, -0.06692], [2.54900, -0.16470, -0.02537]], "nbo_charge": [0.359, -0.499, 0.232, -0.412, 0.408, -0.458, 0.677, -0.496, 0.189]}

Run c
{"formula": "C3H2N2O2", "method": "the ωB97M-V functional and the def2-TZVPD basis", "smiles": "[H]/N=C(/C#N)OC=O", "homo_ev": -11.701, "elements": ["H", "N", "C", "C", "N", "O", "C", "O", "H"], "xyz": [[2.04579, -0.96681, -0.98270], [1.23225, -1.46002, -0.61746], [0.34340, -0.65431, -0.24004], [-0.94330, -1.24334, 0.11117], [-1.92823, -1.83714, 0.23248], [0.49124, 0.70351, -0.32147], [-0.23327, 1.62742, 0.39490], [-0.09875, 2.78558, 0.16359], [-0.87731, 1.20422, 1.18042]], "nbo_charge": [0.366, -0.545, 0.447, 0.173, -0.221, -0.502, 0.642, -0.492, 0.133]}

Run d
{"formula": "C3H2N2O2", "method": "the ωB97M-V functional and the def2-TZVPD basis", "homo_ev": [-10.054, -10.059], "elements": ["C", "C", "C", "N", "N", "O", "O", "H", "H"], "xyz": [[0.70443, 0.68015, -0.02516], [0.88713, -0.61268, -0.05520], [-0.78556, 1.05523, -0.00345], [-1.56847, -0.05745, 0.08600], [-0.50159, -1.25534, 0.02775], [-0.72595, -2.39182, -0.12273], [-1.20925, 2.18958, -0.08555], [1.33930, 1.50695, 0.16152], [1.85995, -1.11463, 0.01682]], "nbo_charge": [-0.205, -0.135, 0.542, -0.364, 0.375, -0.192, -0.521, 0.249, 0.251]}

The structure with the least stability is run d.

Run a
{"formula": "C3H2N2O2", "method": "the ωB97M-V functional and the def2-TZVPD basis", "smiles": "O=CC(=O)N1C=N1", "homo_ev": -10.082, "elements": ["O", "C", "C", "O", "N", "C", "N", "H", "H"], "xyz": [[-2.43257, 0.23855, -0.94376], [-1.72155, 0.24325, 0.02582], [-0.38813, -0.51221, 0.02606], [-0.26871, -1.63397, -0.38454], [0.64374, 0.27003, 0.63475], [1.84916, 0.32175, -0.10735], [1.99253, -0.60132, 0.69923], [-1.97799, 0.78010, 0.95835], [2.30350, 0.89383, -0.90856]], "nbo_charge": [-0.448, 0.341, 0.550, -0.477, -0.408, 0.205, -0.131, 0.137, 0.233]}

Run b
{"formula": "C3H2N2O2", "method": "the ωB97M-V functional and the def2-TZVPD basis", "homo_ev": -9.319, "elements": ["C", "C", "C", "N", "N", "O", "O", "H", "H"], "xyz": [[-2.04094, 0.35406, -0.01559], [1.77078, 0.24970, -0.13740], [1.71519, -1.20185, -0.24833], [-1.76022, 0.01239, -1.11929], [1.47650, -0.58298, 0.91700], [-2.10338, 0.62734, 1.10468], [1.90862, 1.39502, -0.38797], [-2.21639, -0.08981, -1.99554], [1.24983, -0.76388, 1.88244]], "nbo_charge": [0.857, 0.580, 0.089, -0.772, -0.570, -0.516, -0.520, 0.432, 0.420]}

Run c
{"formula": "C3H2N2O2", "method": "the ωB97M-V functional and the def2-TZVPD basis", "smiles": "[H]/N=C(/C#N)OC=O", "homo_ev": -11.687, "elements": ["H", "N", "C", "C", "N", "O", "C", "O", "H"], "xyz": [[-1.53588, -1.97377, -0.18376], [-1.79264, -0.98708, -0.12501], [-0.78770, -0.26536, 0.07693], [-0.91866, 1.17432, 0.24799], [-0.96465, 2.31105, 0.44920], [0.48654, -0.73383, 0.31864], [1.55852, -0.01117, -0.15378], [1.53380, 0.67790, -1.12529], [2.41103, -0.17919, 0.51279]], "nbo_charge": [0.364, -0.547, 0.453, 0.189, -0.229, -0.515, 0.647, -0.506, 0.144]}

The structure with the least stability is run a.

Run a
{"formula": "C7H14N2", "method": "the ωB97M-V functional and the def2-TZVPD basis", "homo_ev": -7.446, "elements": ["C", "C", "C", "C", "C", "N", "C", "C", "N", "H", "H", "H", "H", "H", "H", "H", "H", "H", "H", "H", "H", "H", "H"], "xyz": [[-1.11851, -0.28759, 0.02862], [-1.45457, -0.20492, -1.43733], [-1.05249, 0.90065, 0.78226], [-1.51314, -1.57642, 0.70830], [1.14649, -0.95477, -0.28958], [1.59983, 1.91203, -0.50517], [1.76530, -0.20180, 0.66627], [1.60939, 1.19784, 0.73939], [1.08352, -1.82444, -1.16428], [1.98904, -2.09816, -1.55072], [2.40615, 1.71528, -1.08282], [1.49620, 2.91023, -0.38948], [2.01316, -0.73200, 1.58123], [2.05652, 1.68837, 1.60544], [-2.54473, -0.24240, -1.56319], [-1.08859, 0.72271, -1.87817], [-1.03154, -1.04464, -1.99035], [0.23460, 1.17409, 0.99316], [-1.36705, 0.84915, 1.82379], [-1.33483, 1.82285, 0.28034], [-1.13913, -2.44578, 0.16539], [-2.60771, -1.65896, 0.74078], [-1.14791, -1.62132, 1.73611]], "nbo_charge": [0.071, -0.660, -0.583, -0.653, 0.387, -0.845, -0.412, -0.155, -0.671, 0.361, 0.372, 0.368, 0.242, 0.194, 0.206, 0.220, 0.233, 0.245, 0.216, 0.222, 0.225, 0.207, 0.209]}

Run b
{"formula": "C7H14N2", "method": "the ωB97M-V functional and the def2-TZVPD basis", "smiles": "CCc1c[nH]cn1.CC", "homo_ev": -8.658, "elements": ["C", "C", "C", "C", "N", "C", "N", "H", "H", "H", "H", "H", "H", "H", "H", "C", "C", "H", "H", "H", "H", "H", "H"], "xyz": [[-0.80499, 0.79139, 1.90080], [0.65097, 1.28168, 2.05381], [1.51172, 0.81521, 0.93408], [2.77517, 0.29895, 0.95581], [3.16880, 0.16649, -0.38046], [2.20565, 0.85482, -1.09700], [1.19274, 1.18236, -0.37592], [-0.83750, -0.07263, 1.24708], [-1.41323, 1.54621, 1.40568], [-1.23823, 0.66713, 2.89542], [0.68620, 2.38253, 2.17234], [1.05972, 1.10993, 3.05166], [3.51707, 0.01019, 1.68101], [3.90979, -0.44252, -0.66095], [2.33634, 0.94045, -2.16379], [-2.40208, -2.05847, -1.22104], [-2.24168, -0.83968, -2.18111], [-2.31898, -2.98739, -1.77304], [-1.69111, -2.05853, -0.40087], [-3.40449, -1.98112, -0.80809], [-2.08877, -1.19441, -3.19916], [-1.42972, -0.18881, -1.87265], [-3.14339, -0.22376, -2.16359]], "nbo_charge": [-0.605, -0.434, 0.084, -0.104, -0.550, 0.190, -0.462, 0.213, 0.213, 0.208, 0.214, 0.213, 0.214, 0.416, 0.190, -0.612, -0.616, 0.202, 0.204, 0.203, 0.201, 0.218, 0.201]}

Run c
{"formula": "C7H14N2", "method": "the ωB97M-V functional and the def2-TZVPD basis", "smiles": "CCc1c[nH]cn1.CC", "homo_ev": -8.351, "elements": ["C", "C", "C", "C", "N", "C", "N", "H", "H", "H", "H", "H", "H", "H", "H", "C", "C", "H", "H", "H", "H", "H", "H"], "xyz": [[1.65510, 1.70028, 1.71354], [1.36192, 1.78255, 0.27319], [1.78115, 0.56473, -0.43587], [1.42645, -0.73177, 0.03716], [1.89420, -1.64271, -0.98249], [2.20579, -0.81752, -2.08314], [2.29675, 0.46748, -1.78766], [2.24060, 2.46122, 2.15575], [2.54095, 1.05376, 2.04033], [0.74463, 1.45451, 2.18179], [0.27220, 2.11389, -0.11551], [1.80226, 2.64586, -0.20964], [1.20784, -1.23745, 0.91595], [1.40649, -2.49986, -1.18294], [2.09116, -1.26452, -2.98661], [-3.18827, -0.23528, 0.64680], [-3.06689, -1.31953, -0.41604], [-3.02864, -0.49044, 1.67656], [-2.18772, 0.38005, 0.54642], [-3.91134, 0.46937, 0.31477], [-4.06286, -1.45695, -0.97316], [-2.95189, -2.27689, -0.04728], [-2.52988, -1.12079, -1.28193]], "nbo_charge": [-0.641, -0.462, 0.123, -0.130, -0.551, 0.195, -0.450, 0.229, 0.224, 0.217, 0.222, 0.231, 0.212, 0.399, 0.181, -0.629, -0.615, 0.224, 0.195, 0.218, 0.192, 0.206, 0.211]}

Run d
{"formula": "C7H14N2", "method": "the ωB97M-V functional and the def2-TZVPD basis", "smiles": "Cc1c[nH]cn1.CCC", "homo_ev": -8.325, "elements": ["C", "C", "C", "N", "C", "N", "H", "H", "H", "H", "H", "H", "C", "C", "C", "H", "H", "H", "H", "H", "H", "H", "H"], "xyz": [[2.54301, -1.33979, 0.76552], [2.04947, -1.81211, -0.61255], [2.55799, -1.25548, -1.79313], [2.04739, -2.03520, -2.79780], [1.16295, -2.96292, -2.19228], [1.08821, -2.76986, -0.92507], [2.08520, -1.89227, 1.51856], [2.41073, -0.29674, 0.91115], [3.63363, -1.56713, 0.66914], [3.19794, -0.51043, -1.91475], [2.10619, -1.79470, -3.79820], [0.92546, -3.82342, -2.82975], [-1.92122, 3.26250, 1.44095], [-1.81550, 1.64724, 1.26237], [-3.17471, 0.99407, 0.85227], [-2.61491, 3.66980, 2.05697], [-2.09490, 3.76890, 0.46590], [-0.86185, 3.66912, 1.65897], [-1.03080, 1.36911, 0.56576], [-1.55121, 1.20567, 2.17108], [-3.23933, 0.75511, -0.16383], [-3.47823, 0.09985, 1.50626], [-4.02550, 1.61867, 1.18244]], "nbo_charge": [-0.632, 0.108, -0.115, -0.538, 0.161, -0.456, 0.226, 0.216, 0.218, 0.200, 0.415, 0.197, -0.604, -0.393, -0.616, 0.200, 0.199, 0.201, 0.202, 0.196, 0.207, 0.206, 0.202]}

The structure with the least stability is run a.